1.
Here is a cluster of 15 separate species, C60H150O15 in total in a non-equilibrium geometry from the OMol25 dataset. Energies are from ωB97M-V/def2-TZVPD.

The geometry in XYZ format:
```
225
Properties=species:S:1:pos:R:3:mulliken_charge:R:1
C -1.00 1.42 -3.52 0.037
C -2.10 0.48 -3.98 0.973
O -2.46 0.87 -5.34 -0.443
C -3.52 0.11 -5.82 -0.012
C -3.72 0.44 -7.34 -1.304
H -0.89 1.24 -2.46 -0.489
H -0.04 1.26 -3.91 -0.222
H -1.30 2.45 -3.68 0.605
H -1.73 -0.57 -4.04 -0.632
H -3.02 0.52 -3.35 0.215
H -3.32 -0.98 -5.75 0.072
H -4.46 0.22 -5.22 0.312
H -4.61 -0.08 -7.71 0.415
H -2.83 0.09 -7.87 0.285
H -3.89 1.51 -7.45 0.312
C -6.97 4.93 2.98 -1.519
C -5.85 5.33 2.03 0.761
O -5.69 6.73 2.11 -0.430
C -4.72 7.25 1.23 0.838
C -4.68 8.76 1.21 -1.568
H -7.14 3.90 2.70 0.405
H -6.72 5.07 4.05 0.257
H -7.88 5.47 2.78 0.394
H -4.91 4.75 2.35 -0.118
H -6.07 5.13 0.97 0.138
H -3.71 7.02 1.57 -0.268
H -4.82 6.82 0.19 0.131
H -4.70 9.20 2.19 0.343
H -5.50 9.23 0.62 0.369
H -3.83 9.09 0.58 0.369
C 1.72 4.05 -2.02 -1.554
C 1.63 2.95 -1.03 3.361
O 2.89 2.34 -0.87 -0.536
C 3.06 1.48 0.21 2.346
C 4.43 1.00 0.46 -1.294
H 0.72 4.42 -2.14 0.326
H 2.37 4.85 -1.76 0.395
H 1.90 3.65 -3.01 0.166
H 1.31 3.33 0.00 -0.949
H 0.81 2.24 -1.30 -1.525
H 2.78 2.07 1.09 -0.861
H 2.37 0.65 0.24 -0.375
H 5.13 1.86 0.44 0.327
H 4.72 0.21 -0.25 0.328
H 4.62 0.48 1.37 -0.232
C 0.87 5.78 4.20 -1.365
C -0.01 4.79 3.49 1.195
O -1.33 5.26 3.56 -0.218
C -2.06 4.91 4.72 0.337
C -3.24 5.85 4.72 -1.084
H 0.85 6.71 3.61 0.294
H 0.36 6.00 5.16 0.384
H 1.90 5.49 4.36 0.350
H 0.17 4.47 2.44 -0.501
H -0.02 3.84 4.01 -0.312
H -2.41 3.84 4.74 -0.221
H -1.37 4.97 5.65 0.444
H -3.05 6.80 5.23 0.324
H -4.15 5.45 5.17 0.328
H -3.38 6.04 3.68 -0.027
C -0.95 0.70 5.68 -0.949
C -1.24 -0.57 4.95 -0.044
O -0.44 -0.75 3.79 0.184
C 0.89 -1.22 4.02 -0.521
C 1.58 -0.86 2.73 1.314
H 0.04 0.67 6.23 0.329
H -0.98 1.53 5.01 -0.133
H -1.69 0.80 6.45 0.539
H -1.30 -1.46 5.57 0.422
H -2.25 -0.50 4.54 -0.366
H 1.38 -0.67 4.85 0.346
H 0.98 -2.33 4.27 -0.054
H 0.91 -1.22 1.87 -0.690
H 2.53 -1.45 2.60 -0.064
H 1.74 0.21 2.55 -0.488
C 3.57 5.70 2.10 -1.455
C 3.53 4.32 2.56 0.838
O 3.84 4.35 3.94 -0.474
C 3.73 3.05 4.46 0.600
C 4.07 3.09 5.89 -1.572
H 3.37 5.73 1.00 0.295
H 2.82 6.33 2.57 0.212
H 4.53 6.17 2.33 0.387
H 2.55 3.90 2.37 -0.305
H 4.27 3.72 1.99 0.291
H 2.69 2.67 4.29 -0.088
H 4.37 2.38 3.86 0.217
H 5.06 3.57 6.11 0.317
H 4.07 2.11 6.23 0.458
H 3.34 3.70 6.44 0.333
C -5.45 2.78 -1.14 -1.437
C -4.00 2.90 -1.33 1.184
O -3.57 4.04 -0.59 -0.085
C -2.34 4.53 -1.07 0.418
C -1.89 5.75 -0.29 -1.186
H -5.94 3.71 -1.31 0.467
H -5.79 2.07 -1.90 0.431
H -5.66 2.46 -0.11 -0.036
H -3.37 2.06 -1.02 -0.677
H -3.84 3.16 -2.37 0.308
H -1.53 3.79 -1.08 -0.565
H -2.47 4.76 -2.12 0.508
H -1.95 5.54 0.85 -0.085
H -2.49 6.63 -0.46 0.392
H -0.84 6.00 -0.53 0.420
C 1.06 -1.41 -1.27 0.814
C -0.32 -0.96 -0.80 0.831
O -0.21 0.27 -0.05 1.392
C -1.43 0.55 0.57 0.387
C -1.30 1.89 1.21 0.794
H 1.68 -1.43 -0.36 -0.287
H 0.95 -2.50 -1.54 0.314
H 1.43 -0.90 -2.18 -1.332
H -0.96 -0.74 -1.64 -0.154
H -0.68 -1.76 -0.15 -1.033
H -2.21 0.56 -0.24 -0.564
H -1.64 -0.27 1.24 -0.278
H -0.50 2.12 1.89 0.208
H -2.25 2.17 1.68 0.153
H -1.15 2.66 0.43 -1.523
C 3.93 -3.31 -4.94 -1.758
C 2.58 -3.18 -4.23 1.182
O 1.56 -2.90 -5.15 -0.532
C 0.25 -2.70 -4.53 1.173
C -0.79 -3.00 -5.55 -1.383
H 3.90 -2.51 -5.67 0.417
H 4.83 -3.14 -4.29 0.239
H 4.06 -4.22 -5.46 0.310
H 2.30 -4.04 -3.64 0.588
H 2.64 -2.30 -3.50 -0.608
H 0.14 -3.27 -3.60 0.094
H 0.23 -1.72 -4.19 -0.551
H -1.78 -2.54 -5.33 -0.039
H -0.90 -4.02 -5.71 0.496
H -0.48 -2.58 -6.51 0.379
C 4.41 0.96 -4.06 -1.545
C 2.88 0.61 -4.19 1.716
O 2.26 1.66 -5.01 -0.356
C 2.03 1.20 -6.33 0.150
C 1.03 2.05 -7.12 -1.092
H 4.96 0.30 -3.38 0.352
H 4.96 1.03 -4.97 0.394
H 4.57 1.94 -3.55 0.256
H 2.63 -0.35 -4.64 -0.112
H 2.44 0.67 -3.12 -0.902
H 3.06 1.05 -6.78 0.348
H 1.48 0.18 -6.26 -0.068
H 1.21 1.86 -8.21 0.373
H 1.22 3.12 -6.99 0.308
H 0.03 1.80 -6.87 0.124
C -2.69 -3.45 2.15 -0.081
C -3.44 -4.31 1.15 -0.970
O -3.01 -3.76 -0.07 0.247
C -3.48 -4.47 -1.15 -0.748
C -3.12 -3.67 -2.42 -0.322
H -3.33 -2.82 2.79 0.339
H -2.06 -4.07 2.81 0.218
H -2.03 -2.76 1.66 -0.504
H -3.17 -5.35 1.20 0.431
H -4.52 -4.37 1.26 0.516
H -3.07 -5.49 -1.17 0.396
H -4.57 -4.64 -1.11 0.340
H -2.09 -3.45 -2.52 -0.258
H -3.57 -2.66 -2.24 -0.011
H -3.47 -4.18 -3.29 0.576
C 3.06 -9.21 -0.71 -1.047
C 4.03 -8.44 -1.68 -0.097
O 3.18 -8.26 -2.82 -0.257
C 3.77 -7.55 -3.82 0.082
C 2.67 -7.26 -4.85 -1.417
H 3.64 -9.49 0.15 0.394
H 2.22 -8.52 -0.44 0.169
H 2.66 -10.14 -1.20 0.318
H 4.47 -7.53 -1.26 0.172
H 4.88 -9.11 -1.89 0.257
H 4.25 -6.60 -3.50 0.111
H 4.56 -8.06 -4.43 0.203
H 2.44 -8.15 -5.42 0.418
H 3.06 -6.62 -5.61 0.418
H 1.77 -6.78 -4.49 0.296
C 4.35 -6.85 3.12 -1.075
C 3.03 -6.24 3.45 -0.289
O 2.38 -5.98 2.27 -0.026
C 1.19 -5.28 2.38 -0.203
C 0.86 -4.53 1.11 -0.271
H 4.36 -7.79 2.63 0.341
H 4.86 -6.22 2.44 0.108
H 4.99 -6.88 3.98 0.374
H 2.40 -6.91 4.16 0.338
H 3.07 -5.39 4.13 0.289
H 0.31 -5.92 2.71 0.242
H 1.30 -4.46 3.10 -0.159
H 0.92 -5.10 0.24 0.651
H 1.50 -3.68 0.95 -0.188
H -0.21 -4.22 1.17 -0.064
C -4.42 0.88 3.93 -0.865
C -5.49 0.78 2.94 0.007
O -5.19 -0.37 2.06 -0.068
C -6.21 -0.60 1.15 -0.692
C -5.57 -0.94 -0.18 -0.257
H -4.80 1.58 4.72 0.414
H -4.24 -0.07 4.45 0.316
H -3.50 1.23 3.45 -0.041
H -6.47 0.60 3.41 0.417
H -5.49 1.71 2.30 -0.020
H -6.96 -1.34 1.47 0.238
H -6.77 0.29 1.00 0.436
H -6.33 -0.97 -0.96 0.547
H -5.05 -1.94 -0.15 -0.111
H -4.89 -0.12 -0.44 -0.253
C 4.89 -3.72 -1.02 -0.881
C 5.30 -3.98 0.45 0.657
O 5.62 -2.71 1.01 -0.254
C 5.87 -2.79 2.37 0.062
C 5.77 -1.41 2.97 -1.132
H 4.24 -4.54 -1.35 0.231
H 4.29 -2.79 -1.11 -0.012
H 5.74 -3.52 -1.73 0.372
H 4.40 -4.39 0.98 -0.556
H 6.14 -4.74 0.49 0.258
H 5.11 -3.36 2.97 0.013
H 6.86 -3.24 2.42 0.411
H 4.79 -1.02 2.99 -0.072
H 6.35 -0.71 2.42 0.426
H 6.16 -1.34 4.01 0.469
```

Output
Highest occupied orbital energy = -0.3385 Ha
Electronic energy = -95355.444 eV
Relative energy (zero: lowest compared OMol25 entry of this formula, charge and spin) = 4.211 eV
Frontier orbital gap = 9.8 eV
Max |F| = 3.26 eV/A
Total charge = 0

2.
Here is a cluster of 2 separate species, C2H3Br2NOSi in total in a non-equilibrium geometry from the OMol25 dataset. Energies are from ωB97M-V/def2-TZVPD.

The geometry in XYZ format:
```
10
Properties=species:S:1:pos:R:3:mulliken_charge:R:1
C -1.80 0.83 -0.56 0.537
C 1.14 -1.00 -0.55 -0.822
N -2.26 -0.11 -0.01 -0.376
O -1.23 1.76 -0.94 -0.395
Si 1.49 0.10 0.76 0.560
Br 0.59 0.15 2.78 -0.166
Br 2.79 1.89 0.61 -0.181
H 0.54 -1.88 -0.40 0.305
H -2.93 -0.81 -0.21 0.258
H 1.67 -0.93 -1.48 0.281
```

Output
Highest occupied orbital energy = -0.3162 Ha
Electronic energy = -153623.544 eV
Relative energy (zero: lowest compared OMol25 entry of this formula, charge and spin) = 1.869 eV
Frontier orbital gap = 8.5 eV
Max |F| = 2.15 eV/A
Total charge = 0

3.
Here is a cluster of 3 separate species, C21H24N2O10 in total in a non-equilibrium geometry from the OMol25 dataset. Energies are from ωB97M-V/def2-TZVPD.

The geometry in XYZ format:
```
57
Properties=species:S:1:pos:R:3:mulliken_charge:R:1
C -5.44 2.31 -3.35 -0.591
O -5.51 2.05 -1.91 -0.385
C -4.10 1.75 -1.49 -0.103
C -4.22 0.62 -0.30 -0.751
C -2.79 0.12 0.33 -0.387
C -1.58 -0.07 -0.76 1.777
C -0.56 1.20 -0.53 -0.401
C -0.10 1.97 -1.91 -0.440
N 1.27 2.62 -1.73 -0.721
O -1.86 -0.56 -2.11 -0.445
C -0.81 -1.57 -2.47 0.387
O -0.75 -2.18 -3.66 -0.545
O 0.09 -1.74 -1.28 -0.298
C -0.85 -1.46 -0.18 -0.906
O -0.37 -1.46 1.22 -0.103
N 0.35 -2.58 1.36 0.025
O -0.38 -3.58 1.45 -0.270
H -5.33 1.36 -4.03 0.244
H -4.57 3.08 -3.53 0.286
H -6.45 2.87 -3.66 0.228
H -3.55 1.40 -2.46 0.306
H -3.62 2.77 -1.15 0.158
H -4.90 -0.31 -0.60 0.217
H -4.81 1.14 0.59 0.283
H -2.99 -0.95 0.81 0.338
H -2.54 0.83 1.23 0.093
H 0.39 0.83 0.06 0.208
H -1.07 2.03 0.16 0.058
H -0.88 2.86 -2.06 0.233
H -0.02 1.27 -2.84 0.239
H 1.98 1.87 -1.56 0.298
H 1.30 3.25 -0.90 0.259
H -1.70 -2.27 -0.38 0.660
C 3.15 -5.88 0.07 -0.341
C 3.07 -4.59 0.41 -0.191
C 4.17 -3.65 0.14 0.382
O 4.09 -2.47 0.45 -0.557
C 5.37 -4.19 -0.53 -0.382
C 5.46 -5.48 -0.87 -0.340
C 4.36 -6.42 -0.59 0.359
O 4.43 -7.60 -0.91 -0.552
H 2.35 -6.58 0.26 0.434
H 2.19 -4.18 0.90 0.430
H 6.18 -3.48 -0.72 0.410
H 6.34 -5.89 -1.35 0.405
C 0.91 2.23 4.08 -0.504
C 0.24 2.50 2.95 0.048
C 0.55 3.70 2.15 0.458
O -0.05 3.95 1.12 -0.540
C 1.63 4.59 2.64 -0.396
C 2.29 4.31 3.77 -0.457
C 1.98 3.12 4.57 0.308
O 2.59 2.87 5.61 -0.548
H 0.69 1.35 4.68 0.435
H -0.55 1.86 2.58 0.336
H 1.84 5.46 2.04 0.443
H 3.08 4.96 4.15 0.409
```

Output
Highest occupied orbital energy = -0.3425 Ha
Electronic energy = -45609.163 eV
Relative energy (zero: lowest compared OMol25 entry of this formula, charge and spin) = 6.455 eV
Frontier orbital gap = 7.3 eV
Max |F| = 9.97 eV/A
Total charge = 0

4.
Here is a cluster of 3 separate species, C4H11NO2 in total in a non-equilibrium geometry from the OMol25 dataset. Energies are from ωB97M-V/def2-TZVPD.

The geometry in XYZ format:
```
18
Properties=species:S:1:pos:R:3:mulliken_charge:R:1
C -1.01 1.74 -1.32 -0.808
C -0.13 1.31 -0.18 -0.245
C 0.07 0.04 0.25 -0.312
N 0.82 -0.26 1.37 -0.657
C 0.53 -1.32 2.10 -0.625
H -0.45 1.68 -2.27 0.140
H -1.31 2.79 -1.21 0.268
H -1.86 1.05 -1.32 0.225
H 0.54 2.03 0.29 0.337
H -0.60 -0.73 -0.16 0.213
H 0.15 -2.32 1.86 0.253
H 0.79 -1.28 3.17 0.245
H -2.92 -2.91 1.03 0.311
H -2.60 -1.56 0.52 0.323
O -2.70 -2.06 1.35 -0.652
H 3.68 1.07 -1.24 0.320
H 3.13 0.39 -2.41 0.302
O 3.86 0.33 -1.82 -0.638
```

Output
Highest occupied orbital energy (alpha / beta) = 0.0062 / -0.1000 Ha
Electronic energy = -9908.843 eV
Relative energy (zero: lowest compared OMol25 entry of this formula, charge and spin) = 2.596 eV
Frontier orbital gap (alpha / beta) = 3.5 / 6.4 eV
Max |F| = 2.11 eV/A
Expectation value of S² = 0.767
Spin multiplicity = 2
Total charge = -1

5.
Here is an isolated molecule of C2H5N3O3S in a non-equilibrium geometry from the OMol25 dataset. Energies are from ωB97M-V/def2-TZVPD.

The geometry in XYZ format:
```
14
Properties=species:S:1:pos:R:3:mulliken_charge:R:1
C -0.18 0.78 -0.89 0.251
C -1.19 1.56 -0.45 -0.556
N -2.28 -0.41 0.00 -0.195
N -0.22 -0.52 -0.71 -0.377
N 1.02 -0.69 1.59 -0.553
O 1.30 -2.46 -0.37 -0.598
O 2.33 -0.25 -0.66 -0.608
O -2.12 0.83 0.34 -0.068
S 1.25 -1.06 -0.12 1.000
H 0.81 1.27 -1.10 0.389
H -1.29 2.58 -0.31 0.444
H -2.42 -0.57 -1.05 0.280
H 1.37 0.26 1.67 0.298
H 1.62 -1.32 2.06 0.293
```

Output
Highest occupied orbital energy (alpha / beta) = -0.3434 / -0.3434 Ha
Electronic energy = -23597.057 eV
Relative energy (zero: lowest compared OMol25 entry of this formula, charge and spin) = 3.472 eV
Frontier orbital gap (alpha / beta) = 7.9 / 8.0 eV
Max |F| = 3.03 eV/A
Total charge = 0

6.
Here is a structure of composition C27H30HfN6O in a non-equilibrium geometry from the OMol25 dataset. Energies are from ωB97M-V/def2-TZVPD.

The geometry in XYZ format:
```
65
Properties=species:S:1:pos:R:3:mulliken_charge:R:1
Hf -0.18 -0.17 0.07 1.006
C 0.43 -1.90 3.12 -0.947
C 1.04 -2.73 2.01 -0.702
C 2.08 -2.01 1.17 0.806
C 3.16 -2.75 0.72 -1.028
C 4.11 -2.15 -0.20 -0.632
C 3.85 -0.84 -0.68 -0.882
C 2.79 -0.13 -0.06 0.007
N 1.85 -0.73 0.75 0.507
N -0.38 -0.72 2.57 0.217
C 0.09 0.59 3.18 -1.159
C -0.37 1.75 2.41 1.054
C 0.09 3.10 2.71 -0.933
C -0.10 4.17 1.87 -0.984
C -1.00 4.11 0.71 0.088
C -1.38 2.60 0.45 -0.599
N -1.07 1.51 1.31 -0.124
C -1.80 -1.07 2.68 -1.554
C -2.32 -1.69 1.44 1.120
C -3.60 -2.23 1.32 -1.179
C -3.91 -3.00 0.18 -0.301
C -2.91 -3.32 -0.78 -0.786
C -1.77 -2.61 -0.73 -0.059
N -1.53 -1.75 0.31 0.571
H 1.24 -1.51 3.74 0.486
H -0.21 -2.53 3.76 0.415
H 0.27 -3.32 1.46 0.207
H 1.59 -3.48 2.65 0.573
H 3.34 -3.73 1.12 0.593
H 4.90 -2.75 -0.59 0.504
H 4.41 -0.23 -1.40 0.565
H 2.67 0.89 -0.35 0.446
H 1.18 0.62 3.05 0.542
H -0.27 0.73 4.24 0.512
H 0.71 3.15 3.61 0.551
H 0.36 5.12 2.17 0.498
H -1.87 4.76 0.69 0.550
H -2.29 2.41 -0.05 0.496
H -2.28 -0.11 2.93 0.475
H -2.02 -1.71 3.56 0.831
H -4.31 -2.19 2.09 0.609
H -4.93 -3.49 0.08 0.441
H -3.09 -4.10 -1.57 0.464
H -0.90 -2.75 -1.43 0.452
C 2.15 -1.60 -3.35 -1.335
C 0.89 -0.90 -2.95 0.661
O 0.43 -1.11 -1.76 -0.801
N 0.40 -0.05 -3.83 -0.047
C -0.79 0.81 -3.76 -1.095
C -0.63 1.83 -2.71 1.211
C -0.98 3.19 -2.95 -0.979
C -0.93 4.20 -2.08 -1.174
C -0.27 4.03 -0.80 -0.150
C -0.15 2.53 -0.48 -0.336
N -0.28 1.51 -1.46 0.098
H 2.90 -0.94 -3.74 0.510
H 2.02 -2.31 -4.19 0.462
H 2.45 -2.16 -2.45 0.218
H 0.99 0.00 -4.65 0.305
H -1.70 0.19 -3.48 0.182
H -0.97 1.28 -4.73 0.612
H -1.40 3.35 -3.97 0.420
H -1.16 5.19 -2.47 0.498
H 0.64 4.56 -0.63 0.605
H 0.75 2.56 0.14 0.419
```

Output
Highest occupied orbital energy = -0.7530 Ha
Electronic energy = -40741.524 eV
Relative energy (zero: lowest compared OMol25 entry of this formula, charge and spin) = 2.550 eV
Frontier orbital gap = 7.5 eV
Max |F| = 3.30 eV/A
Total charge = +4

7.
Here is a cluster of 2 separate species, C4H9N5O3 in total in a non-equilibrium geometry from the OMol25 dataset. Energies are from ωB97M-V/def2-TZVPD.

The geometry in XYZ format:
```
21
Properties=species:S:1:pos:R:3:mulliken_charge:R:1
C 0.73 -0.94 -0.17 0.099
C 3.00 0.16 -0.22 0.050
C -1.50 1.28 0.10 0.713
C -2.18 -2.04 -0.09 -0.333
H 1.73 0.08 1.74 0.389
H 0.09 -1.34 -0.96 0.245
H 2.22 -1.11 -1.58 0.266
H 3.87 0.19 -0.89 0.355
H -0.33 1.58 -1.52 0.219
H -0.84 3.00 -0.77 0.240
H -2.07 2.63 1.29 0.226
H -2.57 -2.86 0.51 0.308
H -1.96 -2.19 -1.14 0.273
N 0.22 -0.85 0.98 -0.181
N 2.02 -0.68 -0.68 -0.134
N -0.61 2.02 -0.66 -0.413
N -2.22 1.64 1.08 -0.703
N -2.02 -0.94 0.51 -0.406
O 0.95 -0.43 2.06 -0.424
O 2.95 0.82 0.80 -0.610
O -1.48 0.00 -0.37 -0.180
```

Output
Highest occupied orbital energy = -0.3238 Ha
Electronic energy = -17882.118 eV
Relative energy (zero: lowest compared OMol25 entry of this formula, charge and spin) = 3.298 eV
Frontier orbital gap = 9.1 eV
Max |F| = 2.54 eV/A
Total charge = 0

8.
Here is an isolated molecule of C4H2N2O in a non-equilibrium geometry from the OMol25 dataset. Energies are from ωB97M-V/def2-TZVPD.

The geometry in XYZ format:
```
9
Properties=species:S:1:pos:R:3:mulliken_charge:R:1
C 1.88 -0.49 -0.19 0.203
C 0.67 0.10 -0.11 0.075
C -0.77 -0.31 0.08 0.068
C -1.76 0.53 0.84 0.197
H 0.76 1.29 -0.07 0.221
H -1.00 -1.39 -0.05 0.330
N 2.66 -1.32 -0.48 -0.377
N -2.33 1.56 1.24 -0.384
O -0.12 0.01 -1.26 -0.333
```

Output
Highest occupied orbital energy = -0.4234 Ha
Electronic energy = -9203.294 eV
Relative energy (zero: lowest compared OMol25 entry of this formula, charge and spin) = 3.445 eV
Frontier orbital gap = 11.2 eV
Max |F| = 8.99 eV/A
Total charge = 0

Which of these has the highest max |F|?
C21H24N2O10